[1]
This record from OMol25 describes a cluster of 10 separate species, C38H92N4O10 in total at a distorted geometry. The level of theory is ωB97M-V/def2-TZVPD.

LUMO (eV): 0.26
Structure (SMILES): CC1(C)CCCC(C)(C)N1O.CC1(C)CCCC(C)(C)N1O.CC1(C)CCCC(C)(C)N1O.CC1(C)CCCC(C)(C)N1O.CO.CO.O.O.O.O
DFT total energy (Ha): -2474.25324
M (g mol⁻¹): 765.2
Energy relative to the best compared isomer or geometry (same formula, charge and spin) (kcal per mole): 44.0
Strongest force on any atom (eV Å⁻¹): 3.49
HOMO energy (eV): -8.00

The geometry in ORCA input format:
```
! wB97M-V def2-TZVPD RIJCOSX def2/J DEFGRID3
* xyz 0 1
O -3.743 -0.360 4.075
O 4.669 -0.238 -1.200
O -0.625 -0.516 6.776
O 1.590 0.825 5.484
O -1.613 1.440 4.872
O -2.278 2.705 2.826
O -2.071 -2.547 -1.830
O 1.057 -1.753 4.606
O 3.805 -4.107 -0.794
O 0.128 -0.013 2.869
N -2.916 -1.610 -2.451
N -2.192 4.120 2.656
N 4.796 1.027 -1.727
N 2.597 -4.931 -0.915
C -0.979 -0.862 -3.743
C -2.252 -0.427 -2.896
C 1.416 -2.859 -1.510
C -3.501 4.622 2.240
C 3.473 1.723 -1.803
C 0.223 -5.050 -1.112
C -4.189 -1.697 -1.799
C 0.346 4.089 2.610
C -4.848 -0.141 3.245
C -0.944 4.465 1.862
C 4.040 -7.012 -0.935
C 0.209 -6.394 -0.370
C -4.232 -1.187 -0.295
C -0.893 3.783 0.448
C -4.483 4.601 3.437
C 2.480 0.928 -2.728
C -4.549 0.618 -2.999
C 1.571 -7.112 -0.672
C 5.425 0.482 -4.135
C 7.153 0.608 -2.218
C -4.156 3.968 0.978
C -1.697 0.571 -1.847
C -3.248 0.311 -3.797
C 2.939 1.730 -0.353
C 5.903 2.738 -3.067
C 1.240 -3.678 0.840
C -1.004 6.005 1.675
C -2.261 6.541 1.038
C 1.370 -4.158 -0.645
C 2.913 -6.240 1.209
C -3.446 6.145 1.903
C 4.580 3.311 -3.404
C -5.189 -0.763 -2.595
C 5.840 1.203 -2.750
C -4.691 -3.144 -1.775
C 3.615 3.221 -2.235
C 2.784 -6.281 -0.340
C -0.499 0.006 1.568
H 0.464 -0.885 3.137
H -3.525 -0.279 -4.663
H 3.593 2.143 0.372
H 1.527 1.451 -2.920
H 4.205 3.131 -4.385
H 2.032 2.365 -0.257
H 2.711 0.717 -0.067
H 1.737 -2.430 4.710
H 0.022 -0.595 0.892
H -4.543 -0.147 2.189
H -0.262 -1.112 6.070
H -5.804 -3.195 -1.761
H -4.329 -3.639 -2.677
H 7.305 0.988 -1.194
H -5.359 5.201 3.215
H 0.136 3.600 0.124
H -4.286 2.900 1.127
H -3.975 5.125 4.261
H -1.005 6.461 2.679
H 0.316 2.995 2.778
H 0.976 1.096 6.190
H 4.593 1.016 -4.620
H 1.580 -8.059 -0.107
H -1.439 -0.968 6.974
H -5.561 -0.919 3.464
H -0.588 -7.112 -0.674
H 3.839 -7.120 -2.024
H 1.964 -6.487 1.718
H 6.585 2.881 -3.937
H -2.460 0.878 -1.117
H 2.182 -3.203 1.133
H -3.630 -1.740 0.410
H 0.524 -2.251 -1.300
H -5.314 1.157 -3.520
H 3.325 -5.337 1.636
H 1.492 -3.069 -2.619
H 3.893 -3.952 0.172
H 1.427 1.443 4.746
H -4.335 -3.716 -0.932
H 2.953 0.696 -3.681
H 4.201 -8.011 -0.554
H -0.586 1.024 1.203
H -3.879 -0.181 -0.250
H 4.956 -6.460 -0.783
H -0.683 -4.518 -0.799
H 0.382 -3.019 1.013
H -0.118 -1.201 -3.172
H 4.170 -0.803 -1.800
H -1.492 1.167 5.811
H -1.535 -0.358 1.633
H 7.070 -0.473 -2.136
H -1.318 -1.710 -4.376
H 0.214 -5.218 -2.222
H -2.457 6.181 0.041
H 6.312 0.573 -4.797
H 2.327 -2.326 -1.186
H 4.028 3.849 -1.448
H -1.292 1.456 -2.342
H -2.059 -3.354 -2.360
H 1.601 -7.365 -1.729
H 3.499 -7.131 1.474
H -5.248 -1.283 -0.039
H -5.524 -1.272 -3.488
H -1.418 4.313 -0.338
H -4.355 1.207 -2.089
H -4.847 3.569 3.689
H 8.030 0.908 -2.806
H -4.458 6.404 1.547
H -5.309 0.826 3.513
H 0.106 -6.201 0.696
H 6.266 3.290 -2.195
H 2.628 3.503 -2.517
H -1.302 2.755 0.586
H 1.228 -4.547 1.457
H -2.076 2.740 3.762
H -3.128 0.386 4.084
H -3.260 6.644 2.845
H 2.331 -0.087 -2.333
H -0.652 -0.035 -4.418
H -3.448 4.075 0.184
H 5.138 -0.551 -3.929
H -6.114 -0.600 -2.038
H 4.726 4.427 -3.496
H -0.137 6.375 1.158
H 1.205 4.451 2.080
H -1.158 0.800 4.305
H -2.863 1.243 -4.178
H 1.510 -0.915 4.855
H -5.116 4.456 0.743
H -2.158 7.602 0.983
H 0.333 4.569 3.630
H -0.905 0.091 -1.294
*
```

Atom charges from the Mulliken analysis, given in e for atoms 1 to 2: number 1, O, carries -0.5567; number 2, O, carries -0.3723

***

[2]
This record from OMol25 describes a structure of composition C32H39BKN9O5 at a distorted geometry. The level of theory is ωB97M-V/def2-TZVPD.

LUMO (eV): 4.22
DFT total energy (Ha): -2736.80482
M (g mol⁻¹): 679.6
Energy relative to the best compared isomer or geometry (same formula, charge and spin) (kcal per mole): 48.0
Strongest force on any atom (eV Å⁻¹): 2.23
HOMO energy (eV): -2.40

The geometry in ORCA input format:
```
! wB97M-V def2-TZVPD RIJCOSX def2/J DEFGRID3
* xyz -2 1
K -1.451 -0.212 -0.028
O -3.696 -0.795 -0.194
O -2.249 -0.995 2.072
O -5.237 -2.245 0.612
O -0.885 -0.089 4.553
O 2.238 2.436 5.528
N -0.755 1.906 2.643
N 0.458 -1.894 -3.138
N 0.179 1.746 3.596
N 0.372 1.250 -2.494
N -0.139 -2.051 -1.932
N 2.629 -0.852 -2.221
N 0.951 0.601 -3.537
N -2.550 2.366 0.570
N 2.357 -0.556 -0.914
C 0.165 2.493 -2.899
C 1.099 1.424 -4.600
C -3.490 2.594 -0.348
C -3.739 4.854 0.328
C -3.619 -1.387 2.152
C 1.698 0.996 -5.906
C 0.021 -2.822 -4.018
C 3.564 -0.365 1.206
C -0.950 -3.091 -2.044
C -2.776 4.623 1.299
C 0.111 0.642 4.321
C 0.491 -2.904 -5.439
C 1.407 0.238 4.998
C -4.426 -0.306 2.873
C 2.796 -1.681 5.592
C -2.200 3.354 1.411
C 0.599 2.656 -4.240
C -1.787 -3.538 -0.879
C -4.122 3.820 -0.512
C -1.218 3.083 2.478
C 3.582 0.539 6.025
C 2.408 1.083 5.502
C 3.503 -0.658 -0.266
C 3.786 -0.833 6.062
C 1.625 -1.134 5.080
C 3.945 -1.137 -2.382
C 4.549 -1.026 -1.149
C -3.732 -2.717 2.885
C 4.553 -1.512 -3.698
C -0.889 -3.621 -3.357
C -4.237 -1.501 0.714
C -0.433 3.511 -1.977
B 1.558 -0.825 -3.361
H 0.161 4.428 -1.975
H -4.331 0.644 2.335
H 2.130 -1.095 -4.394
H 5.616 -1.715 -3.558
H 4.452 -0.713 -4.437
H -0.463 3.116 -0.962
H -4.052 -0.170 3.893
H -1.934 -0.706 2.958
H -1.454 3.778 -2.266
H -3.480 -2.584 3.944
H -1.280 -3.310 0.064
H 3.740 0.699 1.395
H 0.240 -1.999 -6.001
H 1.152 0.158 -6.346
H -3.754 1.737 -0.971
H -0.939 3.896 3.147
H 0.563 3.548 -4.851
H 0.008 -3.752 -5.925
H -4.877 3.957 -1.275
H 4.715 -1.229 6.458
H -1.437 -4.459 -3.766
H 2.932 -2.756 5.616
H -3.034 -3.439 2.448
H -4.195 5.834 0.234
H -4.745 -3.110 2.787
H 2.739 0.680 -5.795
H 4.085 -2.405 -4.122
H 1.574 -3.035 -5.503
H 3.052 2.821 5.857
H 4.349 1.211 6.404
H 5.594 -1.193 -0.919
H -2.463 5.410 1.977
H 0.836 -1.773 4.699
H -5.479 -0.596 2.906
H 4.363 -0.929 1.693
H 2.616 -0.619 1.686
H -2.753 -3.020 -0.871
H -1.978 -4.613 -0.926
H 1.665 1.832 -6.604
*
```

Atom charges from the Mulliken analysis, given in e for atoms 1 to 2: number 1, K, carries 0.8097; number 2, O, carries -0.7150

***

[3]
This record from OMol25 describes the molecule C5H6S at a distorted geometry. The level of theory is ωB97M-V/def2-TZVPD.

LUMO (eV): 0.53
Structure (SMILES): C=C1C=CCS1
DFT total energy (Ha): -592.21948
M (g mol⁻¹): 98.2
Energy relative to the best compared isomer or geometry (same formula, charge and spin) (kcal per mole): 32.9
Strongest force on any atom (eV Å⁻¹): 5.90
HOMO energy (eV): -7.90

The geometry in ORCA input format:
```
! wB97M-V def2-TZVPD RIJCOSX def2/J DEFGRID3
* xyz 0 1
S -1.153 0.561 -0.827
C 0.259 -0.399 -0.827
C -0.923 1.339 0.805
C 0.440 -1.253 -1.888
C 0.897 -0.431 0.469
C 0.150 0.443 1.318
H 0.187 0.485 2.475
H 1.204 -1.931 -1.750
H 1.375 -1.249 1.020
H -0.560 2.388 0.736
H -0.118 -1.294 -2.910
H -1.758 1.342 1.380
*
```

Atom charges from the Mulliken analysis, given in e for atoms 1 to 2: number 1, S, carries -0.1928; number 2, C, carries 0.7377

***

[4]
This record from OMol25 describes a cluster of 3 separate species, C5H12O2 in total at a distorted geometry. The level of theory is ωB97M-V/def2-TZVPD.

LUMO (eV): 0.49
Structure (SMILES): C=CC(=C)C.O.O
DFT total energy (Ha): -348.10578
M (g mol⁻¹): 104.1
Energy relative to the best compared isomer or geometry (same formula, charge and spin) (kcal per mole): 62.1
Strongest force on any atom (eV Å⁻¹): 1.17
HOMO energy (eV): -8.66

The geometry in ORCA input format:
```
! wB97M-V def2-TZVPD RIJCOSX def2/J DEFGRID3
* xyz 0 1
O -0.867 -2.991 0.698
O -1.442 -0.641 2.227
C -0.653 -0.327 -1.041
C 1.425 0.613 0.042
C 2.409 -0.258 -0.157
C -0.309 2.092 -1.033
C 0.111 0.690 -0.635
H 2.249 -1.275 -0.482
H -1.707 -0.156 -1.188
H 3.450 0.022 -0.055
H -1.248 2.420 -0.581
H -0.671 -0.438 1.676
H -0.394 2.131 -2.113
H -1.361 -2.636 -0.043
H -1.069 -2.529 1.519
H 1.605 1.535 0.594
H -0.280 -1.312 -1.278
H -1.673 0.193 2.658
H 0.426 2.867 -0.809
*
```

Atom charges from the Mulliken analysis, given in e for atoms 1 to 2: number 1, O, carries -0.6442; number 2, O, carries -0.6775

***

[5]
This record from OMol25 describes a cluster of 2 separate species, CH7N2S in total at a distorted geometry. The level of theory is ωB97M-V/def2-TZVPD.

LUMO (eV): 4.35
DFT total energy (Ha): -549.98090
M (g mol⁻¹): 79.1
Energy relative to the best compared isomer or geometry (same formula, charge and spin) (kcal per mole): 33.3
Strongest force on any atom (eV Å⁻¹): 3.54
HOMO energy (eV): -2.93

The geometry in ORCA input format:
```
! wB97M-V def2-TZVPD RIJCOSX def2/J DEFGRID3
* xyz -1 1
S 0.278 -1.798 -0.960
N 0.645 1.586 -0.269
N -0.687 0.443 1.412
C -0.370 1.739 0.710
H -0.104 2.414 1.555
H -1.742 0.098 1.338
H 0.019 -0.296 1.007
H 0.293 0.677 -0.878
H -0.668 -2.526 -0.554
H -1.116 2.374 0.277
H 1.388 1.388 0.341
*
```

Atom charges from the Mulliken analysis, given in e for atoms 1 to 2: number 1, S, carries -0.8183; number 2, N, carries -0.6389